This record from the OMol25 dataset describes 4 unconnected molecules or ions with the total composition C37H64Br2F5IO8 at a distorted geometry. The level of theory is ωB97M-V/def2-TZVPD.

Each line ends with the Mulliken charge.
Element x y z (Å)
C (2.16923, 1.64755, -0.04609)  -0.662
C (3.48620, 1.65935, -0.87291)  -0.493
C (3.36919, 0.79139, -2.17516)  0.537
C (2.39254, 1.55867, -3.14574)  -1.294
C (1.04480, 0.73334, -3.21224)  0.205
C (1.22033, -0.46116, -4.20347)  -0.884
C (1.36094, -1.86159, -3.54061)  -1.101
C (0.33277, -2.15847, -2.40674)  0.654
C (0.98716, -2.62208, -1.07264)  -0.730
C (-0.00782, -2.54559, 0.12741)  -0.211
C (-1.13515, -3.61321, 0.01907)  -1.226
C (-2.41983, -3.15277, -0.74529)  -0.594
C (-3.00752, -1.81364, -0.18295)  0.442
C (-4.58032, -1.80432, -0.36638)  -0.851
C (-5.14175, -0.54532, -1.13121)  -1.934
C (-6.16941, -0.90408, -2.26010)  2.204
C (-6.63887, 0.34109, -3.08233)  -1.322
C (-5.63734, 1.53318, -3.15760)  -0.611
C (-5.90469, 2.62771, -2.08227)  -0.756
C (-5.11782, 3.90863, -2.39862)  0.714
F (-5.55328, 4.50720, -3.52349)  -0.329
F (-3.78594, 3.69028, -2.45827)  -0.287
C (-5.32862, 4.91193, -1.21093)  0.649
F (-4.56676, 4.56706, -0.17429)  -0.247
F (-6.59919, 4.90461, -0.78930)  -0.270
F (-5.02917, 6.16365, -1.54248)  -0.257
O (-5.57984, -1.97168, -3.05117)  -0.268
C (-4.87400, -1.54004, -4.13506)  0.574
O (-5.34035, -1.47480, -5.18134)  -0.399
I (-2.77645, -1.01039, -4.02951)  0.024
C (-7.45539, -1.49588, -1.58771)  -1.272
Br (-7.73234, -1.41524, 0.32423)  -0.136
C (-8.43688, -2.05191, -2.27993)  0.633
C (-9.68031, -2.62374, -1.57920)  -1.384
Br (-8.44997, -2.20622, -4.19326)  -0.147
H (1.47428, 2.45091, -0.35212)  0.276
H (2.35593, 1.73934, 1.03779)  0.395
H (1.60499, 0.70292, -0.16324)  -0.168
H (3.72762, 2.68679, -1.19057)  0.417
H (4.26629, 1.22252, -0.22319)  0.060
H (4.33002, 0.52757, -2.64146)  0.370
H (2.88693, -0.15724, -1.88226)  -0.614
H (2.82250, 1.67612, -4.15299)  0.445
H (2.11345, 2.55362, -2.75695)  0.470
H (0.84083, 0.43600, -2.17528)  -0.084
H (0.25856, 1.44343, -3.52787)  0.294
H (2.17025, -0.27933, -4.74231)  0.374
H (0.44226, -0.45065, -4.98933)  0.402
H (2.37943, -2.07599, -3.17393)  0.445
H (1.18036, -2.60345, -4.34408)  0.392
H (-0.29292, -1.28473, -2.14651)  -0.336
H (-0.34441, -2.94964, -2.77554)  0.418
H (1.35047, -3.64874, -1.23869)  0.346
H (1.79198, -1.89540, -0.85740)  -0.049
H (-0.37350, -1.51073, 0.22503)  0.073
H (0.60050, -2.75433, 1.02826)  0.347
H (-1.40504, -3.94785, 1.03648)  0.314
H (-0.74426, -4.49733, -0.51819)  0.442
H (-2.29874, -3.11503, -1.83678)  -0.109
H (-3.17602, -3.93859, -0.54448)  0.626
H (-2.80137, -1.85396, 0.90175)  -0.412
H (-2.53512, -0.92082, -0.61894)  0.285
H (-4.96612, -1.70732, 0.66579)  0.317
H (-4.96461, -2.76119, -0.74412)  0.587
H (-5.61509, 0.12898, -0.39698)  0.674
H (-4.26180, -0.02184, -1.53958)  0.370
H (-6.96259, 0.11398, -4.10355)  0.624
H (-7.53541, 0.72596, -2.56082)  0.539
H (-5.81247, 2.03010, -4.13184)  0.691
H (-4.57483, 1.25512, -3.15337)  0.027
H (-5.59588, 2.29101, -1.08206)  0.245
H (-6.96988, 2.89518, -2.14928)  0.399
H (-10.22075, -3.23767, -2.32263)  0.390
H (-9.41820, -3.29372, -0.75288)  0.434
H (-10.36418, -1.80629, -1.30699)  0.294
C (9.06877, -0.94166, 1.16758)  -1.141
C (7.93531, -0.04150, 0.71807)  -0.061
O (6.91561, -0.78988, 0.04846)  -0.388
C (5.92561, -1.44562, 0.68083)  0.867
C (6.00452, -1.63619, 2.17596)  -0.982
O (5.01997, -1.92561, 0.05149)  -0.566
H (8.72936, -1.68576, 1.88862)  0.284
H (9.86529, -0.35388, 1.62681)  0.368
H (9.47968, -1.48630, 0.31594)  0.317
H (7.51658, 0.54608, 1.53745)  0.104
H (8.31357, 0.67224, -0.01431)  0.360
H (6.43480, -2.61618, 2.38473)  0.271
H (4.99616, -1.59182, 2.58158)  0.271
H (6.58027, -0.86974, 2.68999)  0.314
C (9.37198, 4.74904, 3.87174)  -0.994
C (8.45805, 4.31282, 2.74447)  -0.427
O (7.77651, 3.09593, 3.06627)  -0.333
C (6.64092, 3.03337, 3.78781)  0.846
C (6.16767, 4.26278, 4.52605)  -1.165
O (6.05141, 1.99088, 3.88651)  -0.538
H (8.81335, 4.96074, 4.78386)  0.275
H (9.92567, 5.64584, 3.59015)  0.367
H (10.08337, 3.95690, 4.10927)  0.302
H (7.74989, 5.09074, 2.45438)  0.359
H (9.05716, 4.09296, 1.86093)  0.342
H (6.51925, 4.21169, 5.55661)  0.279
H (5.07996, 4.26974, 4.51767)  0.314
H (6.49067, 5.20041, 4.08004)  0.359
C (-1.94720, -3.40700, 5.41162)  -0.990
C (-0.86898, -2.34239, 5.37854)  -0.443
O (-0.72758, -1.78441, 4.06973)  -0.367
C (-1.49354, -0.78631, 3.58850)  0.852
C (-2.73715, -0.37770, 4.34334)  -1.080
O (-1.21397, -0.27650, 2.53778)  -0.533
H (-2.92629, -2.99632, 5.16267)  0.269
H (-2.00553, -3.86247, 6.40140)  0.377
H (-1.73136, -4.18554, 4.67858)  0.280
H (-1.03097, -1.55868, 6.12094)  0.383
H (0.09331, -2.79728, 5.61283)  0.340
H (-3.59558, -0.89510, 3.91386)  0.231
H (-2.87051, 0.69580, 4.22811)  0.345
H (-2.69365, -0.57544, 5.41186)  0.349

Force components x, y, z for each atom (eV/Å):
C -0.266 0.013 -0.107
C -0.029 -1.080 -0.141
C -0.811 1.054 0.381
C -0.735 -1.150 0.442
C 1.078 0.900 -0.772
C 0.519 0.094 0.467
C -0.815 -0.323 -0.275
C 0.102 -0.334 0.202
C -0.942 0.906 -0.346
C 0.828 -0.940 -0.474
C -0.054 0.603 -0.552
C -0.056 0.044 0.978
C -0.719 -1.470 -0.304
C 0.312 1.193 0.959
C 0.330 -0.628 -0.111
C -0.249 0.639 1.979
C 0.461 0.794 0.498
C -0.249 0.667 -0.354
C 0.570 -0.371 -1.134
C -0.875 -0.193 1.806
F 0.235 -0.077 -0.249
F 0.028 -0.021 -0.537
C 0.042 0.113 -0.192
F 0.157 -0.191 0.120
F -0.208 -0.038 -0.116
F 0.160 0.144 -0.227
O 0.728 0.569 -0.027
C 0.797 -0.348 2.541
O -1.361 0.174 -3.471
I -0.232 -0.204 0.451
C 0.896 -0.126 -0.902
Br 0.226 0.253 -0.631
C -1.181 -0.684 0.781
C -0.113 -0.375 -1.719
Br -0.097 -0.010 0.670
H 0.303 -0.278 0.163
H 0.006 0.181 -0.468
H 0.398 0.285 0.010
H 0.215 -0.325 0.432
H -0.046 0.443 -0.370
H -0.184 0.370 0.278
H 0.364 0.252 -0.180
H -0.219 0.048 0.313
H 0.514 -0.261 -0.075
H -0.211 -0.085 -0.449
H 0.056 -0.542 0.020
H -0.473 -0.087 0.037
H 0.101 -0.169 0.508
H -0.296 0.439 -0.098
H 0.248 0.265 0.325
H 0.218 -0.248 -0.394
H 0.104 0.372 0.277
H 0.283 0.396 0.424
H 0.089 -0.677 -0.082
H -0.069 -0.421 0.024
H -0.413 0.151 -0.232
H -0.127 0.164 -0.384
H 0.007 0.242 0.339
H 0.146 0.045 0.354
H 0.258 0.325 -0.204
H 0.035 0.417 -0.452
H -0.102 -0.297 0.187
H -0.013 -0.271 -0.523
H 0.210 0.377 -0.166
H 0.124 -0.187 -0.478
H -0.538 -0.100 -0.091
H 0.164 -0.367 0.427
H 0.320 -0.241 -0.246
H 0.149 -0.274 0.349
H -0.400 -0.097 0.019
H -0.381 0.158 -0.222
H 0.346 -0.098 0.447
H 0.163 0.258 0.370
H -0.082 0.507 -0.043
H 0.323 -0.306 0.306
C -0.008 -0.143 0.021
C 0.181 -0.061 0.285
O -0.154 0.191 -0.529
C -0.218 -0.338 0.436
C 0.003 0.487 0.263
O 0.272 0.233 -0.247
H 0.003 0.081 0.066
H -0.023 0.000 -0.013
H 0.012 0.090 -0.017
H -0.032 -0.089 0.031
H -0.186 -0.086 -0.123
H -0.026 0.017 -0.024
H -0.026 -0.191 -0.117
H 0.110 -0.076 -0.004
C -0.040 -0.034 0.149
C 0.161 0.217 0.180
O 0.006 -0.403 -0.359
C -0.231 0.196 0.392
C -0.161 0.321 -0.349
O 0.317 -0.061 -0.243
H -0.018 0.083 -0.045
H -0.010 -0.027 -0.010
H 0.013 0.025 -0.091
H -0.043 -0.029 0.084
H -0.128 -0.175 0.007
H -0.015 -0.006 -0.028
H 0.024 -0.187 0.143
H 0.150 -0.008 0.102
C -0.123 0.009 -0.085
C -0.221 -0.168 0.110
O 0.422 0.036 -0.163
C -0.351 0.116 -0.066
C 0.154 0.222 0.412
O 0.152 -0.170 0.110
H 0.001 0.030 0.088
H 0.016 0.007 -0.022
H 0.075 0.007 0.058
H -0.076 0.022 -0.057
H 0.048 0.108 -0.177
H 0.023 0.016 0.003
H -0.048 -0.056 -0.228
H -0.075 -0.169 -0.031

Summary:
E (hartree): -7995.15175
Charge: 0
SMILES: CCCCCCCCCCCCCCC[C@@](CCCC(F)(F)C(F)(F)F)(OC(=O)I)/C(Br)=C(/C)Br.CCOC(C)=O.CCOC(C)=O.CCOC(C)=O
Multiplicity: 1
Kohn-Sham gap (eV): 9.500

---

This record from the OMol25 dataset describes a molecular structure, C37H66HgN6O5Se2Si at a distorted geometry. The level of theory is ωB97M-V/def2-TZVPD.

Each line ends with the Mulliken charge.
Element x y z (Å)
Hg (-0.61740, 0.87994, 0.67037)  0.933
C (1.22500, 1.34354, 4.15297)  -1.215
C (2.09530, 0.47334, 3.21637)  -0.231
N (2.15080, 1.03244, 1.89627)  1.192
C (2.95390, 2.20984, 1.70877)  -1.059
C (2.20720, 3.28574, 0.89347)  -0.301
N (0.86030, 3.48874, 1.36757)  0.195
C (0.67970, 4.02824, 2.69307)  -1.006
C (-0.30830, 3.16684, 3.51487)  -0.390
N (0.02610, 1.77244, 3.48287)  0.600
H (1.79890, 2.22134, 4.46297)  0.334
H (1.00870, 0.76094, 5.05967)  0.516
H (1.64030, -0.51056, 3.12537)  -0.246
H (3.09620, 0.36164, 3.67567)  0.295
H (2.26920, 0.31424, 1.19727)  -0.555
H (3.90380, 2.00364, 1.19237)  0.391
H (3.20360, 2.61954, 2.69067)  0.386
H (2.12100, 2.93934, -0.13613)  -0.303
H (2.81250, 4.21564, 0.90157)  0.343
H (0.29150, 3.95104, 0.66967)  0.238
H (0.28810, 5.05614, 2.68107)  0.517
H (1.64350, 4.05944, 3.20667)  0.273
H (-1.29620, 3.26704, 3.06127)  -0.201
H (-0.34880, 3.58174, 4.54337)  0.342
H (-0.76190, 1.15774, 3.63737)  0.059
C (-0.82590, -4.28566, -2.88863)  -2.101
C (-0.61910, -3.34866, -1.68743)  2.520
C (-0.88420, -1.90726, -2.13303)  -1.822
C (-1.58240, -3.70646, -0.55293)  -1.458
O (0.71140, -3.51556, -1.29193)  -0.212
Si (1.48730, -2.90456, 0.03307)  -1.963
O (0.98110, -1.54886, 0.61267)  2.124
O (3.08270, -2.93716, -0.42563)  -0.043
C (3.72130, -2.07176, -1.32233)  1.973
C (5.18570, -2.53386, -1.38413)  -2.226
C (3.07450, -2.15656, -2.70743)  -1.733
C (3.66580, -0.62016, -0.82913)  -0.910
O (1.35550, -4.14556, 1.14007)  -0.518
C (2.34680, -4.80896, 1.86717)  1.900
C (3.21450, -3.80136, 2.62897)  -1.454
C (1.61020, -5.73356, 2.85187)  -1.873
C (3.23800, -5.64756, 0.94057)  -1.659
H (-1.80210, -4.12876, -3.34453)  0.372
H (-0.73360, -5.32436, -2.58063)  0.431
H (-0.04860, -4.07786, -3.61923)  0.394
H (-1.93680, -1.77746, -2.37023)  0.695
H (-0.29230, -1.66106, -3.01183)  0.335
H (-0.60960, -1.22416, -1.33083)  -0.205
H (-2.61460, -3.66366, -0.89513)  0.538
H (-1.43720, -2.99946, 0.25657)  -0.098
H (-1.36380, -4.70616, -0.18733)  0.345
H (5.23590, -3.54406, -1.78513)  0.430
H (5.59770, -2.54076, -0.37633)  0.383
H (5.77230, -1.86746, -2.01273)  0.425
H (3.04520, -3.19286, -3.03303)  0.350
H (3.62370, -1.55826, -3.43183)  0.500
H (2.05200, -1.80026, -2.63883)  0.147
H (4.15970, -0.53506, 0.13737)  0.544
H (2.62300, -0.33636, -0.72113)  -0.625
H (4.15730, 0.04824, -1.53433)  0.501
H (2.59490, -3.21506, 3.30257)  0.261
H (3.66090, -3.12876, 1.90447)  0.092
H (3.99630, -4.30356, 3.19577)  0.527
H (1.03090, -5.14016, 3.55657)  0.385
H (2.31210, -6.35546, 3.40367)  0.389
H (0.92720, -6.37566, 2.29927)  0.365
H (3.69970, -4.97636, 0.22487)  0.096
H (2.63250, -6.37086, 0.39997)  0.327
H (4.00630, -6.17366, 1.50657)  0.508
C (-4.40190, 2.54644, -0.36493)  -0.671
N (-4.69290, 3.27674, 0.83697)  0.505
C (-4.38250, 2.82384, 2.08427)  -0.547
Se (-3.62680, 1.26104, 2.57237)  -0.201
N (-4.73950, 3.80454, 2.96797)  0.047
C (-5.26280, 4.87714, 2.29817)  0.239
C (-5.76440, 6.08734, 2.73847)  -0.820
C (-6.25310, 6.96034, 1.77747)  -0.435
C (-6.22720, 6.63174, 0.42877)  -0.666
C (-5.70810, 5.42604, -0.02123)  -0.692
C (-5.23220, 4.53734, 0.92897)  0.958
H (-3.44280, 2.03334, -0.24303)  -0.033
H (-4.33000, 3.23314, -1.20583)  0.313
H (-5.17150, 1.79574, -0.56423)  0.232
H (-4.59850, 3.70694, 3.95897)  0.256
H (-5.76310, 6.34134, 3.78857)  0.392
H (-6.65590, 7.91424, 2.08617)  0.374
H (-6.63350, 7.33014, -0.28793)  0.377
H (-5.67810, 5.20114, -1.07503)  0.401
C (0.58810, 0.19854, -7.43783)  -1.518
C (0.27630, 0.69094, -6.05283)  0.927
C (1.26220, 1.24634, -5.25043)  -1.239
C (0.97450, 1.77884, -4.00593)  0.788
C (2.07750, 2.31004, -3.14853)  -1.349
C (-0.35210, 1.78764, -3.55863)  0.380
Se (-0.79320, 2.80284, -2.00763)  -0.320
C (-1.34320, 1.13634, -4.30093)  1.121
C (-2.74600, 0.98774, -3.79353)  -1.595
C (-1.01040, 0.60314, -5.53873)  -0.917
H (1.63350, 0.37654, -7.68293)  0.345
H (-0.03260, 0.71674, -8.17073)  0.342
H (0.38940, -0.86966, -7.52493)  0.325
H (2.28800, 1.26834, -5.59593)  0.205
H (3.04040, 2.17824, -3.63913)  0.356
H (2.08000, 1.76524, -2.20323)  -0.091
H (1.92140, 3.36694, -2.92873)  0.410
H (-2.80010, 1.25484, -2.73983)  0.065
H (-3.07790, -0.04246, -3.91463)  0.348
H (-3.42950, 1.63374, -4.34603)  0.446
H (-1.78570, 0.11804, -6.12063)  0.361
C (-2.27020, -2.91186, 4.17217)  -1.441
C (-1.51990, -1.84366, 3.38377)  0.501
N (-0.41700, -2.26996, 2.77347)  0.549
O (-1.88220, -0.67336, 3.39117)  -0.640
H (-1.72400, -3.15256, 5.08367)  0.297
H (-2.36050, -3.81996, 3.58217)  0.394
H (-3.25530, -2.54276, 4.44177)  0.354
H (-0.21680, -3.25096, 2.65647)  0.130
H (0.05470, -1.70996, 2.04037)  -0.630

Force components x, y, z for each atom (eV/Å):
Hg 0.298 0.443 -0.346
C 0.178 -0.266 -0.234
C -0.083 0.218 0.272
N 0.206 -0.343 -0.356
C -0.223 0.271 -0.247
C 0.181 -0.073 0.149
N -0.271 0.331 -0.329
C -0.337 -0.262 0.242
C 0.223 0.267 -0.045
N -0.449 -0.186 0.161
H -0.016 0.028 0.056
H 0.051 0.088 0.008
H 0.035 -0.112 0.039
H -0.097 -0.120 0.021
H 0.002 -0.095 -0.024
H 0.006 0.019 0.092
H 0.097 -0.012 0.025
H 0.043 0.053 -0.123
H -0.012 -0.169 -0.071
H 0.094 -0.075 0.036
H 0.118 -0.024 0.009
H 0.027 0.065 0.006
H -0.080 0.028 0.084
H -0.077 0.026 -0.118
H -0.064 0.018 0.039
C 0.095 0.201 0.357
C -0.873 0.031 -0.577
C 0.231 -0.180 0.182
C 0.315 -0.033 -0.230
O 0.355 0.027 0.039
Si 0.098 -0.413 -0.073
O -0.168 0.718 0.001
O -0.215 -0.193 0.323
C 0.724 0.494 -0.550
C -0.448 0.075 0.024
C 0.103 -0.050 0.329
C -0.009 -0.323 -0.063
O -0.290 0.140 -0.200
C 0.490 -0.604 0.642
C -0.259 -0.138 -0.154
C 0.184 0.251 -0.304
C -0.244 0.206 0.102
H -0.092 -0.001 -0.036
H -0.003 -0.154 0.058
H 0.052 0.027 -0.164
H -0.163 0.079 -0.061
H 0.067 0.054 -0.159
H -0.039 0.088 0.030
H -0.110 0.036 0.001
H -0.099 0.154 0.249
H 0.014 -0.179 0.078
H 0.035 -0.115 -0.052
H 0.091 0.021 0.065
H 0.101 0.053 -0.068
H -0.004 -0.133 -0.091
H 0.049 0.089 -0.069
H -0.141 0.112 -0.160
H 0.033 0.018 0.156
H -0.128 0.171 0.006
H 0.046 0.046 -0.092
H -0.083 0.094 0.151
H 0.210 0.137 -0.009
H 0.080 -0.042 0.076
H -0.066 0.062 0.128
H 0.074 -0.045 0.100
H -0.052 -0.080 -0.057
H 0.162 -0.068 -0.112
H -0.087 -0.126 -0.074
H 0.042 -0.039 0.061
C 0.182 -0.450 -0.406
N 0.211 0.023 0.649
C -0.054 -0.093 0.216
Se 0.064 -0.216 -0.025
N 0.096 -0.155 -0.239
C -0.264 0.361 -0.494
C 0.089 -0.091 -0.040
C -0.017 0.074 0.099
C -0.067 0.079 -0.079
C 0.048 -0.145 0.053
C -0.320 0.742 0.356
H -0.132 0.107 -0.086
H 0.045 0.012 0.047
H 0.016 0.070 0.031
H 0.032 -0.094 -0.098
H -0.040 0.020 0.062
H -0.033 0.049 0.004
H 0.040 0.058 -0.078
H -0.014 -0.093 -0.110
C -0.052 -0.026 0.098
C -0.050 -0.023 0.024
C 0.013 -0.070 -0.100
C -0.065 -0.077 -0.023
C 0.038 0.057 -0.061
C -0.058 0.146 0.310
Se -0.086 -0.230 0.818
C 0.103 -0.042 -0.012
C -0.065 0.009 0.049
C 0.078 0.028 -0.047
H 0.041 -0.021 -0.060
H 0.026 -0.032 -0.079
H 0.005 -0.071 -0.076
H 0.092 -0.004 -0.105
H 0.097 -0.013 -0.023
H 0.079 0.106 0.096
H 0.067 -0.029 0.099
H -0.040 -0.042 -0.045
H -0.069 -0.080 -0.062
H -0.093 0.057 -0.014
H -0.062 -0.045 -0.079
C -0.046 0.225 -0.138
C -0.048 -0.529 0.583
N 0.265 0.007 -0.328
O 0.059 0.048 0.092
H 0.070 0.024 0.028
H -0.051 -0.143 -0.031
H -0.029 0.031 -0.021
H -0.132 -0.086 0.122
H 0.104 -0.024 -0.027

Summary:
E (hartree): -7400.29734
Charge: -1
Relative energy (zero: lowest compared OMol25 entry of this formula, charge and spin) (kcal per mole): 0.0
Multiplicity: 2
Kohn-Sham gap (alpha / beta) (eV): 6.021 / 5.560
Expectation value of S²: 0.763